Density functional theory data (ωB97M-V/def2-TZVPD) for a molecular structure, C43H50BrN4O8SiW.

- Kohn-Sham gap (alpha / beta): 6.74 / 6.70 eV
- Charge: -1
- Energy relative to the best compared isomer or geometry (same formula, charge and spin): 256.7 kJ/mol
- Multiplicity: 3
- LUMO energy (alpha / beta): 1.34 / 1.30 eV
- Strongest force on any atom: 4.03 eV/Å
- ⟨S²⟩: 2.013

Last column: Löwdin charge in e.
Element x y z (Å)
1 W 0.47 1.72 -0.02  1.72
2 C -1.13 -0.15 7.19  -0.05
3 C -0.49 -1.28 6.37  -0.56
4 C -1.28 -2.56 6.62  -0.07
5 C 0.95 -1.50 6.86  -0.05
6 C -0.48 -0.90 4.89  -0.18
7 C 0.21 0.22 4.45  -0.05
8 C 0.15 0.52 3.13  -0.01
9 Br 2.31 2.35 1.79  0.34
10 C -0.53 -0.17 2.13  -0.31
11 O -0.50 0.24 0.81  -0.31
12 C -1.22 -1.32 2.56  -0.08
13 C -1.17 -1.63 3.93  0.02
14 C -2.02 -2.23 1.62  -0.52
15 C -2.58 -3.43 2.37  -0.08
16 C -1.11 -2.78 0.50  -0.03
17 C -3.20 -1.42 1.07  -0.03
18 H -1.16 -0.41 8.25  0.08
19 H -2.16 0.03 6.85  0.09
20 H -0.57 0.79 7.08  0.08
21 H -1.25 -2.81 7.69  0.08
22 H -0.86 -3.41 6.07  0.09
23 H -2.33 -2.45 6.33  0.09
24 H 0.96 -1.78 7.92  0.08
25 H 1.56 -0.60 6.75  0.08
26 H 1.43 -2.31 6.29  0.09
27 H 0.80 0.84 5.14  0.12
28 H -1.70 -2.52 4.24  0.07
29 H -1.79 -4.05 2.80  0.09
30 H -3.14 -4.05 1.66  0.09
31 H -3.27 -3.13 3.16  0.09
32 H -0.33 -3.42 0.93  0.09
33 H -0.63 -2.00 -0.06  0.05
34 H -1.70 -3.39 -0.20  0.09
35 H -3.87 -1.14 1.89  0.09
36 H -3.77 -2.03 0.36  0.08
37 H -2.87 -0.51 0.57  0.07
38 O -3.22 2.87 -1.05  0.16
39 C -2.23 2.66 -0.46  -0.56
40 O -1.15 2.15 -0.97  -0.16
41 C -2.07 2.99 1.01  -0.18
42 C -3.10 3.55 1.72  0.03
43 C -2.89 3.90 3.04  -0.04
44 C -1.64 3.71 3.55  -0.03
45 C -0.67 3.14 2.75  -0.15
46 N -0.90 2.76 1.51  0.00
47 H -4.04 3.70 1.20  0.13
48 H -3.67 4.35 3.64  0.12
49 H -1.40 3.99 4.57  0.12
50 H 0.34 2.98 3.10  0.01
51 O 6.88 2.80 -3.42  -0.06
52 C 6.05 3.71 -3.13  -0.66
53 O 6.07 4.96 -3.28  -0.05
54 C 4.76 3.18 -2.44  -0.08
55 C 4.66 1.88 -1.99  0.01
56 C 3.49 1.43 -1.41  -0.17
57 N 2.46 2.22 -1.21  -0.05
58 C 2.55 3.47 -1.62  -0.21
59 C 3.64 3.99 -2.25  0.08
60 C 1.37 4.29 -1.23  -0.55
61 O 1.13 5.38 -1.63  0.14
62 O 0.67 3.67 -0.31  -0.26
63 H 5.51 1.22 -2.13  0.13
64 H 3.38 0.40 -1.10  0.08
65 H 3.65 5.03 -2.57  0.14
66 C 0.81 1.90 -4.77  -0.06
67 C 1.14 0.44 -4.46  -0.59
68 C 2.64 0.32 -4.18  -0.07
69 C 0.84 -0.46 -5.68  -0.09
70 Si 0.14 -0.18 -2.99  0.57
71 O 0.64 0.48 -1.55  -0.42
72 C -1.69 -0.09 -3.43  -0.20
73 C -2.17 0.32 -4.68  -0.10
74 C -3.52 0.29 -5.00  -0.08
75 C -4.44 -0.16 -4.07  -0.09
76 C -3.99 -0.58 -2.82  -0.08
77 C -2.64 -0.54 -2.51  -0.09
78 C 0.50 -2.02 -2.82  -0.21
79 C 1.57 -2.48 -2.04  -0.11
80 C 1.81 -3.84 -1.86  -0.09
81 C 0.98 -4.78 -2.47  -0.10
82 C -0.07 -4.35 -3.27  -0.09
83 C -0.31 -2.98 -3.44  -0.09
84 H 1.44 2.26 -5.61  0.09
85 H 1.02 2.55 -3.91  0.08
86 H -0.24 2.05 -5.05  0.06
87 H 3.21 0.54 -5.09  0.10
88 H 2.92 -0.69 -3.84  0.09
89 H 2.96 1.03 -3.42  0.04
90 H 1.35 -0.06 -6.56  0.09
91 H -0.23 -0.54 -5.92  0.06
92 H 1.20 -1.48 -5.51  0.08
93 H -1.47 0.68 -5.44  0.07
94 H -3.85 0.63 -5.97  0.10
95 H -5.50 -0.18 -4.30  0.10
96 H -4.71 -0.91 -2.08  0.10
97 H -2.30 -0.85 -1.52  0.08
98 H 2.25 -1.75 -1.59  0.08
99 H 2.65 -4.16 -1.25  0.10
100 H 1.16 -5.84 -2.32  0.10
101 H -0.71 -5.08 -3.76  0.10
102 H -1.15 -2.66 -4.06  0.11
103 N 3.46 -0.75 0.67  -0.04
104 N 2.06 -0.52 0.65  -0.11
105 H 3.67 -1.53 1.27  0.08
106 H 3.86 0.08 1.08  0.03
107 H 1.70 -0.59 1.57  0.03
108 H 1.63 -1.24 0.10  0.04

=====

Density functional theory data (ωB97M-V/def2-TZVPD) for a molecular structure, C43H51BiBr2I2N7O5Si.

- Kohn-Sham gap: 7.13 eV
- Charge: -1
- Energy relative to the best compared isomer or geometry (same formula, charge and spin): 17.1 kJ/mol
- Multiplicity: 1
- LUMO energy: 2.08 eV
- Strongest force on any atom: 0.87 eV/Å

Last column: Löwdin charge in e.
Element x y z (Å)
1 Bi 0.76 0.36 -0.06  1.77
2 I 8.67 -1.71 0.00  0.78
3 C 6.76 -0.85 -0.13  -0.75
4 C 6.63 0.51 -0.37  -0.25
5 C 5.35 1.03 -0.45  -0.62
6 I 5.14 3.07 -0.86  0.90
7 C 4.16 0.27 -0.30  -0.46
8 O 3.01 0.87 -0.37  -0.37
9 C 4.35 -1.12 -0.07  -0.15
10 C 3.19 -2.07 0.04  -0.20
11 N 2.39 -1.94 1.25  -0.10
12 C 3.09 -2.28 2.47  -0.18
13 C 2.18 -2.31 3.68  -0.27
14 C 2.70 -2.68 4.92  -0.04
15 C 1.86 -2.72 6.02  -0.08
16 C 0.51 -2.43 5.85  -0.08
17 C 0.08 -2.09 4.58  -0.13
18 N 0.89 -2.02 3.52  0.12
19 C 5.64 -1.65 0.01  -0.14
20 H 7.49 1.14 -0.50  0.07
21 H 2.51 -1.91 -0.80  0.07
22 H 3.60 -3.09 -0.07  0.11
23 H 1.53 -2.46 1.18  0.08
24 H 3.58 -3.26 2.42  0.13
25 H 3.89 -1.54 2.62  0.13
26 H 3.75 -2.92 5.01  0.11
27 H 2.25 -3.00 6.99  0.10
28 H -0.18 -2.45 6.68  0.10
29 H -0.97 -1.87 4.39  0.10
30 H 5.75 -2.71 0.19  0.09
31 Br 0.52 4.08 -3.59  0.81
32 C 0.47 2.26 -4.10  -0.58
33 C 0.27 1.98 -5.46  -0.18
34 C 0.23 0.69 -5.89  -0.63
35 Br -0.08 0.36 -7.74  0.73
36 C 0.42 -0.38 -4.98  -0.18
37 C 0.42 -1.74 -5.36  -0.04
38 C 0.65 -2.71 -4.42  -0.06
39 C 0.90 -2.30 -3.10  -0.16
40 N 0.89 -1.06 -2.71  0.08
41 C 0.64 -0.08 -3.61  -0.15
42 C 0.61 1.28 -3.12  -0.39
43 O 0.72 1.61 -1.86  -0.32
44 H 0.15 2.80 -6.15  0.09
45 H 0.24 -2.00 -6.39  0.07
46 H 0.66 -3.76 -4.69  0.10
47 H 1.13 -3.05 -2.33  0.10
48 C -3.91 -4.41 -3.90  -0.08
49 C -3.43 -3.56 -2.73  -0.42
50 C -4.59 -2.81 -2.08  -0.05
51 C -2.72 -4.47 -1.73  -0.12
52 N -2.21 -3.73 -0.59  -0.11
53 C -1.57 -2.56 -0.57  -0.17
54 N -1.29 -2.26 0.67  0.02
55 N -1.76 -3.29 1.43  -0.02
56 N -2.31 -4.18 0.67  0.05
57 H -4.38 -3.78 -4.66  0.08
58 H -4.66 -5.14 -3.57  0.08
59 H -3.09 -4.95 -4.37  0.08
60 H -2.71 -2.83 -3.10  0.13
61 H -5.33 -3.52 -1.69  0.09
62 H -5.09 -2.17 -2.81  0.09
63 H -4.26 -2.18 -1.25  0.07
64 H -1.90 -5.00 -2.21  0.12
65 H -3.41 -5.21 -1.32  0.13
66 H -1.37 -1.93 -1.42  0.10
67 C -1.17 1.87 2.59  -0.21
68 Si 0.35 2.43 1.60  0.63
69 C -0.20 4.07 0.79  -0.64
70 C -0.72 5.05 1.85  -0.10
71 C -1.35 3.77 -0.19  -0.11
72 C 0.94 4.74 -0.02  -0.12
73 C 1.79 2.60 2.89  -0.63
74 C 1.22 2.72 4.32  -0.12
75 C 2.67 1.35 2.82  -0.12
76 C 2.69 3.81 2.64  -0.11
77 H -1.30 2.46 3.50  0.03
78 H -1.10 0.81 2.88  0.03
79 H -2.07 1.97 1.98  0.02
80 H -1.59 4.64 2.37  0.07
81 H -1.02 5.99 1.37  0.08
82 H 0.04 5.28 2.60  0.06
83 H -2.21 3.31 0.32  0.07
84 H -1.03 3.09 -0.99  0.05
85 H -1.69 4.70 -0.66  0.08
86 H 1.65 5.24 0.64  0.06
87 H 0.51 5.50 -0.69  0.07
88 H 1.48 4.02 -0.64  0.05
89 H 0.70 1.81 4.62  0.07
90 H 0.52 3.56 4.42  0.07
91 H 2.05 2.89 5.02  0.08
92 H 2.09 0.43 2.88  0.05
93 H 3.39 1.35 3.65  0.09
94 H 3.23 1.33 1.88  0.06
95 H 2.16 4.76 2.78  0.06
96 H 3.11 3.80 1.63  0.03
97 H 3.53 3.80 3.35  0.08
98 O -3.69 -0.21 1.35  0.04
99 C -4.40 0.33 0.34  -0.28
100 C -5.75 0.60 0.57  -0.02
101 C -6.53 1.16 -0.43  -0.10
102 C -5.98 1.45 -1.68  -0.10
103 C -4.65 1.15 -1.91  -0.03
104 C -3.84 0.60 -0.92  -0.08
105 C -2.39 0.34 -1.22  -0.59
106 O -2.05 0.03 -2.36  0.04
107 O -1.60 0.41 -0.19  -0.30
108 H -2.74 -0.15 1.11  0.05
109 H -6.16 0.37 1.55  0.11
110 H -7.57 1.39 -0.23  0.10
111 H -6.59 1.90 -2.45  0.09
112 H -4.19 1.33 -2.88  0.12

=====

Density functional theory data (ωB97M-V/def2-TZVPD) for a molecular structure, C43H51FN6O4OsPS.

- Kohn-Sham gap (alpha / beta): 5.01 / 5.56 eV
- Charge: +3
- Energy relative to the best compared isomer or geometry (same formula, charge and spin): 0.0 kJ/mol
- Multiplicity: 1
- LUMO energy (alpha / beta): -9.62 / -9.34 eV
- Strongest force on any atom: 2.42 eV/Å

Last column: Löwdin charge in e.
Element x y z (Å)
1 Os -0.23 0.18 -0.93  1.47
2 F 5.46 1.98 2.60  0.09
3 C 5.37 1.17 1.52  -0.18
4 C 4.15 0.86 1.02  0.10
5 C 4.05 -0.04 -0.05  -0.04
6 C 2.76 -0.38 -0.62  -0.28
7 O 1.70 0.13 -0.11  -0.21
8 C 2.75 -1.29 -1.69  -0.03
9 C 3.94 -1.82 -2.14  0.08
10 N 5.12 -1.53 -1.61  0.04
11 C 6.33 -2.13 -2.19  -0.24
12 C 6.30 -3.58 -2.56  -0.06
13 C 7.10 -3.12 -1.38  -0.08
14 C 5.22 -0.62 -0.57  -0.09
15 C 6.47 -0.25 -0.06  0.08
16 C 6.58 0.65 0.99  -0.12
17 N 7.81 1.01 1.52  -0.08
18 C 8.94 0.12 1.54  -0.12
19 C 9.54 0.07 2.94  -0.07
20 N 9.89 1.47 3.39  0.07
21 C 8.70 2.40 3.32  -0.07
22 C 8.15 2.37 1.91  -0.12
23 C 1.53 -1.79 -2.37  -0.51
24 O 1.56 -2.71 -3.12  0.16
25 O 0.37 -1.12 -2.18  -0.21
26 H 3.26 1.28 1.47  0.14
27 H 3.93 -2.53 -2.96  0.16
28 H 6.86 -1.44 -2.84  0.16
29 H 6.82 -3.86 -3.46  0.12
30 H 5.41 -4.15 -2.35  0.12
31 H 8.18 -3.10 -1.46  0.12
32 H 6.71 -3.37 -0.40  0.12
33 H 7.36 -0.65 -0.51  0.12
34 H 9.71 0.43 0.82  0.15
35 H 8.64 -0.89 1.28  0.14
36 H 10.45 -0.52 2.98  0.15
37 H 8.83 -0.32 3.66  0.15
38 H 10.64 1.84 2.81  0.19
39 H 10.26 1.45 4.35  0.19
40 H 9.04 3.39 3.61  0.15
41 H 7.97 2.04 4.04  0.14
42 H 8.91 2.76 1.22  0.15
43 H 7.29 3.03 1.84  0.14
44 C -2.88 -1.16 2.92  -0.06
45 C -1.93 -0.46 1.92  -0.65
46 C -0.65 -0.04 2.66  -0.08
47 C -2.69 0.77 1.43  -0.09
48 P -1.39 -1.45 0.42  1.11
49 C -2.82 -2.11 -0.48  -0.36
50 C -2.76 -2.25 -1.87  -0.12
51 C -3.77 -2.89 -2.56  -0.04
52 C -4.87 -3.40 -1.87  -0.04
53 C -4.93 -3.29 -0.49  -0.05
54 C -3.91 -2.65 0.20  -0.08
55 C -0.41 -3.01 0.86  -0.62
56 C -1.09 -3.79 2.00  -0.06
57 C -0.43 -3.91 -0.39  -0.06
58 C 1.03 -2.73 1.27  -0.06
59 H -2.93 -0.52 3.80  0.10
60 H -2.55 -2.14 3.24  0.07
61 H -3.89 -1.23 2.52  0.08
62 H -0.92 0.69 3.43  0.10
63 H 0.09 0.41 2.00  0.05
64 H -0.18 -0.88 3.17  0.08
65 H -3.07 1.30 2.31  0.11
66 H -3.55 0.49 0.83  0.08
67 H -2.07 1.47 0.87  0.04
68 H -1.90 -1.90 -2.43  0.08
69 H -3.71 -3.00 -3.64  0.12
70 H -5.66 -3.90 -2.41  0.12
71 H -5.77 -3.70 0.05  0.12
72 H -3.98 -2.60 1.27  0.08
73 H -2.13 -4.03 1.79  0.09
74 H -1.01 -3.27 2.95  0.07
75 H -0.55 -4.73 2.10  0.11
76 H -1.42 -4.32 -0.58  0.09
77 H 0.25 -4.75 -0.21  0.11
78 H -0.09 -3.41 -1.30  0.06
79 H 1.10 -2.29 2.26  0.08
80 H 1.53 -2.07 0.57  0.04
81 H 1.57 -3.67 1.28  0.10
82 C -4.28 5.94 2.45  -0.02
83 C -3.08 5.24 1.89  -0.23
84 C -2.96 5.03 0.51  0.00
85 C -1.84 4.42 -0.02  -0.06
86 C -0.83 4.00 0.84  -0.44
87 C -0.94 4.17 2.22  -0.08
88 C -2.06 4.80 2.73  -0.01
89 S 0.60 3.18 0.26  1.04
90 C 1.33 4.40 -0.81  -0.19
91 O 0.07 2.18 -0.85  -0.65
92 H -5.10 5.97 1.73  0.09
93 H -4.02 6.97 2.70  0.10
94 H -4.62 5.46 3.36  0.09
95 H -3.74 5.36 -0.16  0.13
96 H -1.77 4.27 -1.09  0.12
97 H -0.15 3.82 2.88  0.11
98 H -2.14 4.96 3.80  0.13
99 H 0.59 4.71 -1.55  0.08
100 H 2.19 3.95 -1.29  0.07
101 H 1.63 5.24 -0.18  0.08
102 N -1.95 0.69 -1.62  -0.02
103 C -3.05 1.03 -1.83  -0.10
104 C -4.34 1.43 -2.05  -0.19
105 C -4.56 2.71 -2.61  -0.18
106 N -4.67 3.77 -3.06  0.20
107 C -5.39 0.61 -1.57  -0.18
108 N -6.21 -0.07 -1.12  0.22

=====

Density functional theory data (ωB97M-V/def2-TZVPD) for a molecular structure, C43H51IN5P2RbS2Si.

- Kohn-Sham gap: 6.62 eV
- Energy relative to the best compared isomer or geometry (same formula, charge and spin): 41.8 kJ/mol
- Multiplicity: 1
- LUMO energy: 0.18 eV
- Strongest force on any atom: 0.55 eV/Å

Last column: Löwdin charge in e.
Element x y z (Å)
1 Rb 1.24 0.16 -0.21  0.52
2 C 5.33 -0.11 -0.29  -0.20
3 C 4.66 -1.49 -0.30  -0.20
4 N 3.52 -1.54 0.59  -0.16
5 C 3.78 -1.81 2.00  -0.28
6 C 4.31 -0.61 2.80  -0.45
7 S 3.40 0.96 2.56  0.83
8 C 4.68 2.03 1.82  -0.45
9 C 4.63 2.18 0.29  -0.28
10 N 4.32 0.93 -0.38  -0.11
11 H 6.07 -0.07 -1.11  0.12
12 H 5.89 0.02 0.63  0.10
13 H 5.42 -2.26 -0.07  0.12
14 H 4.29 -1.68 -1.31  0.11
15 H 2.88 -2.25 0.25  0.08
16 H 4.50 -2.62 2.14  0.12
17 H 2.84 -2.12 2.44  0.09
18 H 5.36 -0.41 2.59  0.06
19 H 4.23 -0.85 3.86  0.07
20 H 5.65 1.65 2.16  0.07
21 H 4.55 3.01 2.27  0.07
22 H 5.59 2.62 -0.03  0.12
23 H 3.85 2.89 0.04  0.08
24 H 4.06 1.09 -1.34  0.11
25 N -1.06 -0.99 2.90  -0.44
26 P -0.73 0.66 2.53  0.94
27 C -2.25 1.16 1.60  -0.38
28 C -2.13 1.56 0.27  -0.10
29 C -3.26 1.88 -0.47  -0.06
30 C -4.52 1.81 0.11  -0.08
31 C -4.64 1.42 1.44  -0.07
32 C -3.52 1.10 2.18  -0.10
33 C -1.15 1.43 4.15  -0.37
34 C -1.46 2.79 4.18  -0.12
35 C -1.73 3.43 5.38  -0.08
36 C -1.68 2.71 6.57  -0.09
37 C -1.36 1.36 6.55  -0.08
38 C -1.08 0.72 5.35  -0.09
39 P -0.37 -2.16 1.85  0.95
40 C -1.11 -3.68 2.57  -0.36
41 C -1.57 -3.75 3.88  -0.10
42 C -2.11 -4.93 4.37  -0.09
43 C -2.16 -6.06 3.57  -0.09
44 C -1.68 -6.00 2.27  -0.08
45 C -1.15 -4.82 1.78  -0.09
46 C -1.45 -2.08 0.36  -0.41
47 C -2.81 -1.80 0.43  -0.10
48 C -3.57 -1.69 -0.72  -0.07
49 C -2.97 -1.86 -1.97  -0.05
50 C -1.62 -2.18 -2.05  -0.08
51 C -0.87 -2.29 -0.89  -0.16
52 H -2.02 -1.17 3.17  0.05
53 H -1.16 1.63 -0.19  0.04
54 H -3.16 2.17 -1.51  0.09
55 H -5.40 2.05 -0.47  0.11
56 H -5.62 1.37 1.90  0.11
57 H -3.62 0.81 3.22  0.11
58 H -1.52 3.35 3.25  0.09
59 H -1.97 4.48 5.38  0.10
60 H -1.90 3.20 7.51  0.10
61 H -1.32 0.80 7.48  0.10
62 H -0.81 -0.32 5.34  0.09
63 H -1.51 -2.88 4.53  0.09
64 H -2.47 -4.98 5.39  0.10
65 H -2.59 -6.98 3.95  0.10
66 H -1.71 -6.88 1.64  0.10
67 H -0.79 -4.78 0.75  0.10
68 H -3.30 -1.67 1.39  0.10
69 H -4.62 -1.45 -0.65  0.11
70 H -3.56 -1.75 -2.87  0.11
71 H -1.14 -2.32 -3.00  0.05
72 H 0.18 -2.56 -0.97  0.07
73 C -1.97 -1.06 -7.35  -0.20
74 Si -0.61 -1.43 -6.09  0.50
75 C 1.00 -1.33 -7.05  -0.19
76 C -0.89 -3.19 -5.49  -0.19
77 C -0.72 -0.08 -4.78  -0.27
78 C -1.66 0.93 -4.88  -0.10
79 C -1.67 2.00 -3.99  -0.09
80 C -0.71 2.01 -3.00  -0.21
81 N 0.21 1.05 -2.84  -0.05
82 C 0.22 0.01 -3.70  -0.83
83 S 1.41 -1.22 -3.47  0.49
84 H -1.91 -1.78 -8.17  0.03
85 H -1.84 -0.06 -7.78  0.03
86 H -2.98 -1.12 -6.93  0.03
87 H 0.96 -1.99 -7.92  0.03
88 H 1.85 -1.62 -6.44  0.00
89 H 1.17 -0.31 -7.41  0.03
90 H -0.89 -3.87 -6.35  0.03
91 H -1.85 -3.32 -4.98  0.02
92 H -0.10 -3.50 -4.82  0.01
93 H -2.40 0.90 -5.68  0.09
94 H -2.39 2.81 -4.08  0.09
95 H -0.66 2.83 -2.29  0.09
96 I 0.51 6.38 2.83  0.88
97 C 1.06 5.35 1.09  -0.70
98 C 1.62 6.01 0.02  -0.13
99 C 1.95 5.27 -1.11  -0.04
100 C 1.71 3.91 -1.10  -0.16
101 N 1.18 3.27 -0.06  0.03
102 C 0.86 3.98 1.02  -0.21
103 H 1.80 7.08 0.05  0.10
104 H 2.38 5.75 -1.98  0.11
105 H 1.93 3.29 -1.97  0.11
106 H 0.44 3.43 1.86  0.07